# C18H20N2O3S

A single C18H20N2O3S molecule in a non-equilibrium geometry (ωB97M-V/def2-TZVPD, OMol25).

Multiplicity ... 1
Energy above the lowest of the compared OMol25 structures with the same formula, charge and spin ... 2.049 eV
SMILES string ... COCCn1c(C)cc(C(=O)CSc2nc3ccccc3o2)c1C
HOMO-LUMO gap ... 8.56 eV
E_tot ... -38948.1523 eV
M ... 344.44 g mol⁻¹
E_HOMO ... -7.90 eV
LUMO energy ... 0.024 Ha

The geometry in XYZ format:
```
44
C18H20N2O3S (ωB97M-V/def2-TZVPD)
C -3.728 -2.211 1.913
H -3.728 -2.488 0.852
O -2.416 -2.095 2.408
C -1.578 -1.252 1.662
C -1.920 0.245 1.826
N -0.853 1.080 1.350
C -0.719 1.535 0.078
C 0.474 2.242 -0.003
C 1.063 2.197 1.292
C 0.228 1.485 2.101
C 0.356 1.179 3.551
H 1.311 1.553 3.910
H -0.437 1.662 4.125
H 0.309 0.108 3.742
H 1.979 2.663 1.595
C 0.998 2.855 -1.205
O 0.329 3.192 -2.159
C 2.494 3.172 -1.221
H 2.788 3.402 -2.245
H 2.693 4.036 -0.584
S 3.583 1.857 -0.589
C 2.778 0.493 -1.255
N 1.724 0.530 -2.000
C 1.430 -0.790 -2.251
C 0.414 -1.380 -2.988
C 0.401 -2.761 -3.047
C 1.362 -3.535 -2.399
C 2.383 -2.961 -1.659
C 2.395 -1.583 -1.598
O 3.257 -0.739 -0.960
H 3.132 -3.554 -1.159
H 1.313 -4.610 -2.478
H -0.371 -3.258 -3.615
H -0.321 -0.775 -3.492
C -1.700 1.252 -0.998
H -1.303 1.639 -1.932
H -2.651 1.747 -0.799
H -1.879 0.182 -1.100
H -2.831 0.488 1.274
H -2.091 0.443 2.887
H -0.570 -1.433 2.043
H -1.598 -1.527 0.596
H -4.298 -1.284 2.040
H -4.202 -3.001 2.492
```